i | {
  "formula": "C6H9NO",
  "method": "wB97M-V/def2-TZVPD",
  "multiplicity": 1,
  "homo_lumo_gap_ev": 9.54,
  "smiles": "O[C@@H]1C=C[C@@H]2NC[C@@H]12",
  "lumo_ev": 0.76,
  "symbols": ["O", "N", "C", "C", "C", "C", "C", "C", "H", "H", "H", "H", "H", "H", "H", "H", "H"],
  "xyz": [[-2.367, -0.823, -0.461], [2.192, 0.021, -0.176], [0.936, 0.749, 0.108], [-0.006, 1.881, -0.217], [-1.375, -0.238, 0.440], [1.256, -1.277, 0.199], [-1.167, 1.340, 0.052], [-0.103, -0.463, -0.164], [1.812, -2.021, -0.691], [-1.829, -0.483, 1.458], [1.022, 0.946, 1.286], [2.336, 0.075, -1.222], [-2.222, 1.798, 0.358], [-2.040, -1.850, -0.289], [-0.142, -0.593, -1.217], [1.436, -1.858, 1.106], [0.260, 2.799, -0.568]],
  "nbo_charge": [-0.71, -0.61, -0.06, -0.20, 0.02, -0.22, -0.18, -0.29, 0.18, 0.22, 0.17, 0.34, 0.21, 0.46, 0.23, 0.22, 0.23]
}

=====

ii | {
  "formula": "C6H9NO",
  "method": "wB97M-V/def2-TZVPD",
  "multiplicity": 1,
  "homo_lumo_gap_ev": 8.41,
  "smiles": "C=C1CN[C@H]2C[C@]12O",
  "lumo_ev": 0.67,
  "symbols": ["O", "N", "C", "C", "C", "C", "C", "C", "H", "H", "H", "H", "H", "H", "H", "H", "H"],
  "xyz": [[1.272, -0.178, 1.697], [0.761, 1.407, -0.104], [-0.812, -0.285, 0.590], [-0.686, 1.121, 0.366], [-2.016, -0.896, 0.149], [1.501, -1.117, -0.563], [0.924, 0.098, -0.758], [0.494, -0.747, 0.599], [0.846, 2.169, -0.742], [0.336, 0.166, -1.746], [2.244, -1.640, 0.165], [1.832, 0.604, 1.020], [-2.947, -0.192, -0.282], [-2.052, -1.835, 0.129], [-1.576, 1.328, -0.390], [-1.193, 1.524, 1.237], [1.071, -1.526, -1.367]],
  "nbo_charge": [-0.74, -0.63, -0.04, -0.30, -0.37, -0.45, -0.07, 0.19, 0.39, 0.20, 0.30, 0.49, 0.19, 0.17, 0.20, 0.24, 0.24]
}

=====

iii | {
  "formula": "C6H9NO",
  "method": "wB97M-V/def2-TZVPD",
  "multiplicity": 1,
  "homo_lumo_gap_ev": [6.85, 6.52],
  "lumo_ev": [-0.03, -0.33],
  "symbols": ["O", "N", "C", "C", "C", "C", "C", "C", "H", "H", "H", "H", "H", "H", "H", "H", "H"],
  "xyz": [[-0.887, 1.237, 0.030], [2.291, -0.270, 0.112], [0.007, -1.169, -0.032], [0.062, 0.340, -0.038], [1.430, 0.815, -0.039], [1.613, -1.501, -0.036], [2.166, 2.030, -0.026], [-2.278, 0.874, -0.003], [-0.528, -1.503, 0.958], [-2.510, 0.019, 0.547], [1.772, -2.258, 0.722], [3.156, 1.867, -0.134], [1.737, -1.950, -1.071], [-2.888, 1.786, 0.351], [1.744, 3.027, -0.307], [-2.642, 0.687, -0.976], [-0.525, -1.696, -0.886]],
  "nbo_charge": [-0.45, -0.40, -0.53, 0.44, -0.04, -0.22, -0.35, -0.25, 0.23, 0.19, 0.20, 0.19, 0.19, 0.21, 0.18, 0.19, 0.24]
}

=====

iv | {
  "formula": "C6H9NO",
  "method": "wB97M-V/def2-TZVPD",
  "multiplicity": 1,
  "homo_lumo_gap_ev": 9.21,
  "smiles": "C1[C@@H]2OC3CN(C3)[C@@H]12",
  "lumo_ev": 1.00,
  "symbols": ["O", "N", "C", "C", "C", "C", "C", "C", "H", "H", "H", "H", "H", "H", "H", "H", "H"],
  "xyz": [[-0.683, -1.205, 0.699], [0.406, 1.340, -0.171], [0.309, -1.023, -2.084], [0.125, -1.117, -0.505], [0.010, 0.204, -1.117], [-0.318, -0.006, 1.331], [1.058, 0.606, 0.999], [-0.915, 1.231, 0.697], [-0.963, 0.551, -1.460], [-1.838, 1.083, 0.096], [1.921, -0.060, 0.771], [1.353, -1.326, -2.177], [-0.572, -0.121, 2.413], [-1.008, 2.130, 1.376], [-0.443, -1.185, -2.828], [1.419, 1.353, 1.725], [1.140, -1.535, -0.235]],
  "nbo_charge": [-0.50, -0.39, -0.35, 0.02, -0.13, 0.06, -0.28, -0.26, 0.20, 0.20, 0.20, 0.22, 0.19, 0.21, 0.23, 0.22, 0.18]
}

=====

iii ends up most stable, edging out the next structure by 134.2 kJ/mol.

=====

i | {
  "formula": "C6H9NO",
  "method": "wB97M-V/def2-TZVPD",
  "multiplicity": 1,
  "homo_lumo_gap_ev": 9.72,
  "lumo_ev": 0.85,
  "symbols": ["O", "N", "C", "C", "C", "C", "C", "C", "H", "H", "H", "H", "H", "H", "H", "H", "H"],
  "xyz": [[-0.422, 2.370, -0.670], [1.749, -0.293, -0.627], [-0.502, -0.029, -0.004], [0.373, 0.239, 1.221], [0.069, 1.301, -0.366], [1.402, 0.849, 0.196], [-1.945, -0.388, -0.053], [0.436, -0.892, -0.884], [-2.114, -1.459, 0.250], [-2.317, -0.314, -1.108], [-2.587, 0.290, 0.613], [0.090, 0.972, 1.938], [0.657, -0.717, 1.712], [2.197, 1.584, 0.333], [0.077, -0.795, -1.921], [0.389, -1.900, -0.577], [2.449, -0.817, -0.052]],
  "nbo_charge": [-0.53, -0.61, -0.17, -0.41, 0.59, -0.14, -0.61, -0.21, 0.22, 0.23, 0.23, 0.23, 0.21, 0.23, 0.20, 0.19, 0.36]
}

=====

ii | {
  "formula": "C6H9NO",
  "method": "wB97M-V/def2-TZVPD",
  "multiplicity": 1,
  "homo_lumo_gap_ev": 9.85,
  "smiles": "O=C1[C@@H]2CNC[C@H]1C2",
  "lumo_ev": 0.89,
  "symbols": ["O", "N", "C", "C", "C", "C", "C", "C", "H", "H", "H", "H", "H", "H", "H", "H", "H"],
  "xyz": [[1.745, 1.731, -1.252], [-0.981, -0.124, -1.198], [0.180, 1.178, 0.724], [0.701, -0.199, 1.264], [1.137, -0.595, -0.149], [1.274, 0.928, -0.535], [-1.103, 0.573, 0.036], [-0.245, -1.201, -0.823], [-0.071, -1.850, -1.607], [-1.880, -0.092, -1.790], [2.082, -1.275, -0.243], [-0.858, -1.848, -0.049], [-1.555, 1.624, -0.041], [-0.229, -0.737, 1.513], [1.635, -0.071, 1.906], [-1.483, -0.145, 1.025], [-0.348, 2.105, 1.222]],
  "nbo_charge": [-0.50, -0.66, -0.37, -0.42, -0.34, 0.66, -0.22, -0.18, 0.20, 0.41, 0.24, 0.15, 0.22, 0.21, 0.22, 0.14, 0.23]
}

=====

iii | {
  "formula": "C6H9NO",
  "method": "wB97M-V/def2-TZVPD",
  "multiplicity": 1,
  "homo_lumo_gap_ev": 8.90,
  "smiles": "C=C/C(=N/O)C(=C)C",
  "lumo_ev": 0.24,
  "symbols": ["O", "N", "C", "C", "C", "C", "C", "C", "H", "H", "H", "H", "H", "H", "H", "H", "H"],
  "xyz": [[-0.347, 2.326, -0.239], [0.658, 1.320, -0.176], [-0.949, -0.470, -0.327], [0.348, 0.100, -0.376], [1.546, -0.655, 0.230], [2.750, -0.086, -0.014], [-2.112, 0.400, 0.390], [-0.962, -1.880, -0.432], [-2.903, -0.260, 0.760], [-2.636, 1.156, -0.396], [-0.165, -2.378, -0.552], [-1.891, -2.485, -0.391], [3.114, 0.705, -0.539], [-1.918, 1.203, 1.258], [3.783, -0.283, 0.752], [1.395, -1.734, 0.684], [0.289, 3.019, -0.633]],
  "nbo_charge": [-0.57, -0.12, -0.03, 0.10, -0.24, -0.32, -0.66, -0.31, 0.21, 0.23, 0.17, 0.20, 0.20, 0.26, 0.17, 0.24, 0.49]
}

=====

iv | {
  "formula": "C6H9NO",
  "method": "wB97M-V/def2-TZVPD",
  "multiplicity": 1,
  "homo_lumo_gap_ev": 9.67,
  "lumo_ev": 0.72,
  "symbols": ["O", "N", "C", "C", "C", "C", "C", "C", "H", "H", "H", "H", "H", "H", "H", "H", "H"],
  "xyz": [[0.273, 2.459, -1.053], [1.206, -0.379, -1.893], [0.349, 1.438, -0.435], [-1.112, -0.618, -0.853], [0.688, -0.293, 1.085], [-1.017, -0.996, 0.565], [0.592, 1.225, 1.042], [0.344, 0.026, -1.044], [-1.161, -1.463, -1.539], [-1.657, -0.451, 1.251], [-0.925, -2.062, 0.759], [0.825, -0.965, -2.635], [1.499, 1.745, 1.368], [1.646, -0.689, 0.753], [0.602, -0.697, 2.092], [-0.255, 1.620, 1.612], [-1.897, 0.101, -1.075]],
  "nbo_charge": [-0.49, -0.65, 0.56, -0.52, -0.44, -0.33, -0.55, 0.25, 0.22, 0.21, 0.22, 0.34, 0.25, 0.24, 0.22, 0.23, 0.23]
}

=====

i ends up most stable, edging out the next structure by 125.6 kJ/mol.

=====

i | {
  "formula": "C6H9NO",
  "method": "wB97M-V/def2-TZVPD",
  "multiplicity": 1,
  "homo_lumo_gap_ev": 8.46,
  "smiles": "NC1=CC[C@@H]2C[C@H]1O2",
  "lumo_ev": 0.83,
  "symbols": ["O", "N", "C", "C", "C", "C", "C", "C", "H", "H", "H", "H", "H", "H", "H", "H", "H"],
  "xyz": [[0.210, -0.213, -1.189], [-1.907, -1.115, -0.471], [0.678, -0.808, 1.081], [-1.353, 0.059, 0.181], [1.176, -0.114, -0.143], [-0.620, 0.080, 1.292], [-0.585, 0.882, -0.998], [0.853, 1.435, -0.058], [0.906, 2.121, 0.867], [-0.303, 1.003, 1.571], [1.374, 1.965, -0.896], [-0.878, 1.432, -1.879], [-1.771, -1.628, -1.459], [1.457, -0.878, 1.951], [-2.089, -1.843, 0.030], [0.640, -2.004, 0.807], [2.211, -0.372, -0.686]],
  "nbo_charge": [-0.54, -0.84, -0.45, 0.24, 0.06, -0.38, 0.10, -0.45, 0.21, 0.20, 0.20, 0.21, 0.40, 0.23, 0.36, 0.23, 0.22]
}

=====

ii | {
  "formula": "C6H9NO",
  "method": "wB97M-V/def2-TZVPD",
  "multiplicity": 1,
  "homo_lumo_gap_ev": 10.39,
  "smiles": "CC(C)=C[C@@H](O)C#N",
  "lumo_ev": 0.69,
  "symbols": ["O", "N", "C", "C", "C", "C", "C", "C", "H", "H", "H", "H", "H", "H", "H", "H", "H"],
  "xyz": [[-2.388, 1.772, 0.444], [-3.000, -1.466, -0.388], [0.969, -1.185, 0.915], [-1.637, 0.568, 0.341], [0.826, -0.009, -0.074], [-2.332, -0.575, -0.110], [2.054, 0.300, -0.802], [-0.259, 0.579, -0.497], [0.428, -1.937, 0.400], [-0.087, 1.273, -1.355], [2.922, 0.460, -0.117], [2.010, -1.501, 1.142], [-1.124, 0.399, 1.357], [1.900, 1.222, -1.323], [2.361, -0.480, -1.450], [-3.015, 1.692, -0.326], [0.372, -1.111, 1.843]],
  "nbo_charge": [-0.66, -0.29, -0.67, -0.04, 0.03, 0.23, -0.62, -0.23, 0.24, 0.21, 0.21, 0.23, 0.23, 0.21, 0.22, 0.48, 0.22]
}

=====

iii | {
  "formula": "C6H9NO",
  "method": "wB97M-V/def2-TZVPD",
  "multiplicity": 1,
  "homo_lumo_gap_ev": 9.29,
  "smiles": "Cc1coc(N)c1C",
  "lumo_ev": 0.82,
  "symbols": ["O", "N", "C", "C", "C", "C", "C", "C", "H", "H", "H", "H", "H", "H", "H", "H", "H"],
  "xyz": [[-0.832, 1.521, -0.416], [-2.192, 0.194, 1.148], [0.450, 1.309, -1.121], [-0.900, 0.378, 0.419], [0.012, -0.566, 0.179], [0.317, -1.655, 1.234], [2.132, -0.829, -1.040], [0.908, 0.024, -0.784], [2.823, -0.501, -1.876], [-0.230, -1.600, 2.427], [-2.770, 0.350, 0.230], [2.696, -0.874, -0.014], [0.484, -2.796, 0.990], [-2.270, 0.910, 1.678], [1.801, -1.760, -1.424], [1.416, -1.407, 1.700], [0.540, 2.190, -1.739]],
  "nbo_charge": [-0.47, -0.79, 0.05, 0.44, -0.17, -0.66, -0.63, -0.07, 0.22, 0.25, 0.37, 0.23, 0.23, 0.34, 0.22, 0.21, 0.22]
}

=====

ii ends up most stable, edging out the next structure by 146.0 kJ/mol.

=====

i | {
  "formula": "C6H9NO",
  "method": "wB97M-V/def2-TZVPD",
  "multiplicity": 1,
  "homo_lumo_gap_ev": 10.47,
  "smiles": "C=N/C=C/CCC=O",
  "lumo_ev": 0.94,
  "symbols": ["O", "N", "C", "C", "C", "C", "C", "C", "H", "H", "H", "H", "H", "H", "H", "H", "H"],
  "xyz": [[2.800, 2.303, -1.279], [-2.120, -2.216, -0.196], [0.178, 0.884, 0.751], [-1.548, -0.866, -0.044], [-0.462, -0.543, 0.616], [-2.284, -2.834, 0.879], [1.666, 2.005, -1.043], [1.549, 1.101, 0.057], [0.276, 1.117, 1.797], [-1.986, -0.137, -0.650], [0.073, -1.335, 1.127], [-0.645, 1.569, 0.436], [2.350, 1.491, 0.756], [-2.027, -2.607, 1.834], [-2.842, -4.030, 0.845], [0.890, 2.485, -1.455], [1.759, 0.054, -0.382]],
  "nbo_charge": [-0.52, -0.41, -0.43, -0.05, -0.21, -0.01, 0.42, -0.52, 0.22, 0.19, 0.19, 0.20, 0.25, 0.15, 0.14, 0.12, 0.25]
}

=====

ii | {
  "formula": "C6H9NO",
  "method": "wB97M-V/def2-TZVPD",
  "multiplicity": 1,
  "homo_lumo_gap_ev": 9.58,
  "smiles": "C1=C[C@H]2CNC[C@@H]1O2",
  "lumo_ev": 0.97,
  "symbols": ["O", "N", "C", "C", "C", "C", "C", "C", "H", "H", "H", "H", "H", "H", "H", "H", "H"],
  "xyz": [[0.253, -0.070, 1.047], [-1.607, 0.017, -0.198], [0.417, -1.160, 0.091], [1.926, -0.740, 0.036], [-1.079, -1.385, 0.232], [2.068, 0.600, 0.038], [0.546, 1.038, 0.226], [-0.956, 1.415, 0.230], [0.282, -0.517, -0.911], [2.743, -1.434, -0.216], [0.407, 0.802, -0.839], [-1.688, -2.055, -0.410], [-1.454, 1.776, 1.187], [-1.376, -1.627, 1.351], [-1.326, 2.196, -0.442], [2.830, 1.192, -0.319], [-1.984, -0.049, -1.103]],
  "nbo_charge": [-0.53, -0.66, -0.05, -0.17, -0.19, -0.20, -0.03, -0.18, 0.19, 0.22, 0.18, 0.20, 0.21, 0.22, 0.20, 0.22, 0.35]
}

=====

iii | {
  "formula": "C6H9NO",
  "method": "wB97M-V/def2-TZVPD",
  "multiplicity": 1,
  "homo_lumo_gap_ev": 9.30,
  "smiles": "C1[C@H]2CN2C[C@H]2O[C@H]12",
  "lumo_ev": 0.97,
  "symbols": ["O", "N", "C", "C", "C", "C", "C", "C", "H", "H", "H", "H", "H", "H", "H", "H", "H"],
  "xyz": [[-2.474, 0.027, -0.036], [0.816, 0.781, -0.052], [0.939, -0.670, 0.428], [2.087, 0.033, -0.221], [-0.423, -1.666, 0.001], [-0.365, 1.726, -0.065], [-1.312, 0.613, 0.442], [-1.227, -0.517, -0.478], [-0.970, -0.098, -1.461], [-1.339, 0.194, 1.507], [-0.585, -2.330, 0.767], [1.063, -0.776, 1.470], [2.199, -0.188, -1.277], [-0.899, 2.011, -1.079], [-0.346, -2.430, -0.882], [-0.352, 2.836, 0.622], [3.188, 0.452, 0.316]],
  "nbo_charge": [-0.47, -0.52, -0.04, -0.18, -0.43, -0.21, 0.05, 0.04, 0.19, 0.18, 0.23, 0.18, 0.19, 0.20, 0.21, 0.21, 0.19]
}

=====

i ends up most stable, edging out the next structure by 433.7 kJ/mol.